ORCA calculation (wB97M-V/def2-TZVPD) on a molecular structure, C69H85Ge2NO3P2SbTi.

## Properties
E_HOMO (alpha / beta): -6.1 / -7.4 eV
HOMO-LUMO gap (alpha / beta): 5.60 / 6.89 eV
relative energy (zero: lowest compared OMol25 entry of this formula, charge and spin): 4.1 kcal per mole

The geometry in ORCA input format:
```
! wB97M-V def2-TZVPD RIJCOSX def2/J DEFGRID3
* xyz 0 2
Ti 0.026 0.786 0.254
C 0.081 1.683 5.747
C 0.294 1.828 4.242
C -0.338 3.125 3.739
P -0.284 0.410 3.167
C -0.123 -1.088 4.234
C -0.863 -2.271 3.614
C 1.356 -1.408 4.451
C -2.062 0.746 3.131
C -2.855 0.692 4.284
C -4.176 1.095 4.302
C -5.015 1.010 5.546
C -4.701 1.596 3.107
C -3.954 1.623 1.952
C -2.626 1.161 1.925
N -1.946 1.074 0.677
C -2.905 0.663 -0.333
C -3.516 -0.598 -0.251
C -3.197 -1.590 0.836
C -4.476 -0.943 -1.193
C -4.857 -0.082 -2.211
C -5.826 -0.510 -3.277
C -4.309 1.193 -2.215
C -3.367 1.591 -1.274
C -2.986 3.039 -1.181
H 0.503 2.560 6.244
H 0.570 0.805 6.167
H -0.977 1.649 6.004
H 1.368 1.907 4.066
H -1.394 3.178 4.010
H -0.270 3.212 2.653
H 0.173 3.983 4.179
H -0.575 -0.854 5.201
H -1.942 -2.116 3.612
H -0.645 -3.180 4.180
H -0.547 -2.437 2.581
H 1.865 -1.577 3.499
H 1.463 -2.318 5.046
H 1.880 -0.604 4.971
H -2.426 0.311 5.203
H -4.439 0.614 6.382
H -5.879 0.360 5.397
H -5.394 1.992 5.836
H -5.724 1.955 3.080
H -4.404 1.984 1.037
H -2.150 -1.560 1.119
H -3.430 -2.603 0.501
H -3.791 -1.384 1.731
H -4.920 -1.931 -1.141
H -6.341 -1.429 -2.998
H -5.302 -0.696 -4.217
H -6.576 0.260 -3.464
H -4.643 1.917 -2.950
H -3.528 3.626 -1.923
H -1.925 3.192 -1.351
H -3.220 3.424 -0.185
O 1.770 -0.350 0.087
C 1.062 -1.373 0.253
O -0.203 -1.171 0.154
C 1.638 -2.661 0.711
C 2.909 -2.541 1.279
C 3.484 -3.609 1.946
C 2.774 -4.797 2.048
C 1.538 -4.931 1.431
C 0.957 -3.880 0.726
P -0.494 -4.160 -0.403
C 0.498 -5.082 -1.658
C 0.868 -6.420 -1.528
C 1.673 -7.025 -2.480
C 2.134 -6.296 -3.569
C 1.788 -4.960 -3.698
C 0.970 -4.358 -2.750
C -1.424 -5.458 0.484
C -2.101 -6.457 -0.219
C -3.003 -7.290 0.427
C -3.256 -7.133 1.782
C -2.603 -6.133 2.488
C -1.703 -5.299 1.842
H 3.419 -1.588 1.215
H 4.465 -3.508 2.390
H 3.196 -5.638 2.586
H 1.033 -5.887 1.464
H 0.532 -6.996 -0.676
H 1.948 -8.066 -2.367
H 2.762 -6.769 -4.313
H 2.139 -4.382 -4.542
H 0.694 -3.316 -2.874
H -1.920 -6.589 -1.279
H -3.513 -8.062 -0.133
H -3.964 -7.780 2.282
H -2.797 -5.998 3.544
H -1.212 -4.514 2.405
C 7.886 2.122 0.098
C 6.450 2.105 0.538
C 6.061 1.515 1.737
C 4.738 1.443 2.132
C 4.420 0.808 3.460
C 3.718 1.954 1.272
C 2.379 1.721 1.641
O 1.261 1.997 0.955
C 4.117 2.629 0.088
C 3.118 3.317 -0.792
C 5.455 2.679 -0.250
H 8.559 1.899 0.926
H 8.165 3.093 -0.313
H 8.061 1.377 -0.681
H 6.822 1.110 2.397
H 5.317 0.769 4.077
H 4.052 -0.217 3.348
H 3.663 1.367 4.013
H 2.211 1.135 2.535
H 2.533 4.046 -0.231
H 3.637 3.834 -1.597
H 2.404 2.618 -1.232
H 5.736 3.190 -1.165
C -1.925 5.386 1.368
Sb -0.222 4.827 0.168
C -0.308 6.613 -1.024
C 1.248 5.653 1.506
H -1.603 6.046 2.173
H -2.414 4.510 1.793
H -2.634 5.915 0.733
H -0.497 7.469 -0.377
H -1.104 6.529 -1.762
H 0.636 6.759 -1.548
H 0.959 6.676 1.750
H 2.230 5.663 1.036
H 1.312 5.064 2.419
C 3.799 0.031 -2.325
Ge 2.403 0.719 -3.537
C 2.535 -0.430 -5.126
C 3.018 2.422 -4.305
Ge 0.178 0.815 -2.465
C -0.732 -0.724 -3.353
C -0.659 -0.834 -4.747
C -1.280 -1.865 -5.433
C -2.012 -2.821 -4.739
C -2.114 -2.723 -3.363
C -1.479 -1.687 -2.683
C -0.570 2.333 -3.516
C -1.639 2.189 -4.397
C -2.109 3.266 -5.140
C -1.515 4.514 -5.021
C -0.444 4.676 -4.152
C 0.016 3.596 -3.413
H 4.693 0.655 -2.381
H 4.075 -0.983 -2.623
H 3.471 0.008 -1.289
H 3.597 -0.452 -5.383
H 1.990 -0.010 -5.970
H 2.193 -1.450 -4.959
H 4.062 2.281 -4.596
H 2.953 3.281 -3.646
H 2.436 2.641 -5.201
H -0.126 -0.084 -5.316
H -1.197 -1.920 -6.512
H -2.497 -3.630 -5.271
H -2.685 -3.455 -2.803
H -1.558 -1.657 -1.612
H -2.123 1.227 -4.507
H -2.943 3.125 -5.818
H -1.877 5.350 -5.605
H 0.035 5.643 -4.052
H 0.850 3.746 -2.735
*
```

Atomic partial charges in e from the Löwdin method, atoms 1 to 8: 0.92, -0.10, -0.50, -0.11, 1.13, -0.53, -0.11, -0.10